(1)
# C35H32BaN7OS

A structure of composition C35H32BaN7OS (ωB97M-V/def2-TZVPD, the Open Molecules 2025 dataset).

Calculated values
HOMO = -8.97 eV
Strongest force on any atom = 3.10 eV Å⁻¹
Total charge = +1

Each line ends with the Löwdin charge.
Geometry (Å):
Ba1 0.0693 -0.3270 -0.5304  1.978
C1 4.7314 0.4114 -1.1687  -0.086
C2 3.4816 -0.1900 -1.2552  -0.090
N1 2.3875 0.5538 -1.3211  -0.073
C3 2.4922 1.8809 -1.3063  -0.187
C4 3.7470 2.4583 -1.2603  -0.049
N2 4.8643 1.7285 -1.1829  0.112
C5 1.1873 2.7096 -1.2971  -0.173
C6 1.2018 4.0886 -1.1794  0.054
C7 0.0131 4.7954 -1.0873  -0.097
C8 -1.1687 4.0694 -1.0951  0.051
C9 -1.1379 2.6941 -1.2339  -0.176
N3 0.0264 2.0326 -1.3735  -0.060
C10 -2.4331 1.8522 -1.2077  -0.189
C11 -3.6929 2.4170 -1.2597  -0.050
N4 -4.8046 1.6766 -1.1808  0.111
C12 -4.6574 0.3663 -1.0754  -0.087
C13 -3.3983 -0.2261 -1.0639  -0.085
N5 -2.3114 0.5295 -1.1222  -0.069
C14 0.0009 6.3000 -0.9520  -0.152
C15 -1.1845 7.0175 -0.9888  -0.013
C16 -1.1480 8.3987 -0.8567  -0.118
N6 -0.0248 9.1001 -0.6913  0.079
C17 1.1109 8.4009 -0.6597  -0.118
C18 1.1732 7.0199 -0.7846  -0.012
H1 5.6279 -0.1933 -1.1003  0.120
H2 3.3661 -1.2681 -1.2845  0.124
H3 3.8705 3.5326 -1.2876  0.115
H4 2.1440 4.6129 -1.1453  0.098
H5 -2.1150 4.5713 -0.9666  0.100
H6 -3.8253 3.4844 -1.3767  0.116
H7 -5.5508 -0.2447 -1.0137  0.120
H8 -3.2681 -1.3022 -1.0207  0.124
H9 -2.1486 6.5474 -1.1292  0.104
H10 -2.0689 8.9703 -0.8857  0.113
H11 2.0210 8.9746 -0.5242  0.113
H12 2.1459 6.5495 -0.7349  0.104
N7 0.0165 -2.6756 -0.7656  -0.303
C19 -0.0121 -3.9362 -0.8347  -0.401
C20 0.4380 -4.8092 0.3271  -0.194
C21 1.2723 -5.9090 0.1562  -0.043
C22 1.7388 -6.6336 1.2495  -0.078
C23 1.3455 -6.2843 2.5350  -0.091
C24 0.4907 -5.2000 2.7190  -0.100
C25 0.0569 -4.4694 1.6217  -0.064
C26 -0.4899 -4.6768 -2.0748  -0.190
C27 -1.1491 -5.9004 -2.0152  -0.045
C28 -1.6302 -6.5089 -3.1715  -0.080
C29 -1.4328 -5.9052 -4.4065  -0.092
C30 -0.7609 -4.6877 -4.4813  -0.085
C31 -0.3041 -4.0843 -3.3202  -0.056
H13 1.5690 -6.2041 -0.8456  0.118
H14 2.4022 -7.4763 1.0920  0.104
H15 1.6933 -6.8603 3.3841  0.101
H16 0.1579 -4.9377 3.7182  0.097
H17 -0.5973 -3.6140 1.7526  0.092
H18 -1.2981 -6.3841 -1.0549  0.114
H19 -2.1539 -7.4555 -3.1045  0.103
H20 -1.7966 -6.3843 -5.3073  0.101
H21 -0.5947 -4.2169 -5.4436  0.100
H22 0.2080 -3.1301 -3.3563  0.092
C32 1.1691 -1.6912 4.3803  -0.112
C33 1.1490 -0.3219 3.7073  -0.375
S1 -0.2960 -0.1497 2.6824  0.927
O1 0.0896 0.8293 1.5194  -0.842
C34 -1.4098 0.7706 3.7109  -0.385
C35 -0.9138 2.1713 4.0448  -0.112
H23 2.0407 -1.7631 5.0297  0.088
H24 1.2124 -2.4963 3.6469  0.060
H25 0.2886 -1.8545 5.0069  0.082
H26 1.9649 -0.1861 2.9954  0.099
H27 1.1835 0.5091 4.4089  0.087
H28 -1.6195 0.1409 4.5810  0.105
H29 -2.3322 0.7946 3.1266  0.092
H30 -0.1161 2.1741 4.7839  0.073
H31 -1.7411 2.7468 4.4586  0.087
H32 -0.5627 2.6771 3.1470  0.072

(2)
# C35H32F48I2NO8

A cluster of 7 separate species, C35H32F48I2NO8 in total (ωB97M-V/def2-TZVPD, the Open Molecules 2025 dataset).

Calculated values
HOMO = -4.34 eV
Strongest force on any atom = 5.97 eV Å⁻¹
Total charge = -1

Each line ends with the Löwdin charge.
Geometry (Å):
O1 2.1474 1.0547 7.9773  -0.124
C1 1.9660 1.3732 6.7565  -0.627
O2 1.5165 2.6404 6.3700  -0.223
C2 2.2839 0.3587 5.5368  -0.424
C3 3.1226 1.1821 4.4461  -0.174
C4 3.8790 0.2836 3.3514  -0.304
C5 4.6776 -0.9398 4.0320  -0.679
I1 6.3392 -1.6736 2.8339  0.687
N1 1.0404 -0.1459 4.8751  -0.464
I2 -0.2324 -1.0119 6.2904  0.714
H1 2.8305 -0.5348 5.9970  0.112
H2 3.8040 1.9121 5.0103  0.126
H3 2.3717 1.8401 3.8613  0.123
H4 4.5353 0.9232 2.6474  0.094
H5 3.0617 -0.1983 2.6881  0.100
H6 3.9104 -1.7988 4.1409  0.055
H7 4.9877 -0.6794 5.1084  0.064
H8 1.2423 -0.8280 4.1295  0.010
C6 7.7932 -4.0802 -2.3852  -0.043
C7 6.9537 -3.7022 -1.1465  -0.437
C8 5.4396 -3.6531 -1.3650  -0.301
F1 5.0795 -2.7255 -2.2739  0.087
F2 4.8107 -3.3207 -0.2116  0.072
F3 7.4114 -2.5328 -0.6397  0.102
F4 7.2063 -4.6466 -0.1924  0.100
O3 8.3943 -3.0032 -3.1170  0.034
C9 7.5978 -2.3651 -4.0927  -0.503
C10 7.3463 -0.8897 -3.7680  -0.273
F5 6.7115 -0.7426 -2.5871  0.105
F6 6.5559 -0.3156 -4.7079  0.090
F7 6.4605 -3.0653 -4.2775  0.127
F8 8.2848 -2.4597 -5.2555  0.141
H9 8.6475 -4.6508 -2.0096  0.148
H10 7.2677 -4.7758 -3.0458  0.143
H11 5.0557 -4.6256 -1.6847  0.173
H12 8.2875 -0.3378 -3.7169  0.177
C11 3.6536 -1.4839 -6.4784  -0.035
C12 3.2715 0.0113 -6.4891  -0.430
C13 1.7738 0.3138 -6.4499  -0.295
F9 1.1181 -0.1730 -7.5220  0.089
F10 1.5642 1.6561 -6.4529  0.092
F11 3.8675 0.6108 -7.5495  0.127
F12 3.8307 0.5725 -5.3786  0.109
O4 3.9697 -2.0829 -7.7432  0.036
C14 2.8935 -2.5716 -8.5166  -0.505
C15 2.7460 -1.8359 -9.8521  -0.277
F13 2.5253 -0.5168 -9.6709  0.098
F14 1.6889 -2.3172 -10.5528  0.093
F15 1.7637 -2.5567 -7.7815  0.129
F16 3.1678 -3.8770 -8.7497  0.139
H13 4.5885 -1.5515 -5.9146  0.132
H14 2.9447 -2.0910 -5.9081  0.145
H15 1.3159 -0.0919 -5.5439  0.160
H16 3.6477 -1.9483 -10.4582  0.175
C16 -1.0055 1.1757 -2.3750  -0.041
C17 -2.0188 1.2616 -1.2152  -0.424
C18 -1.4141 1.3951 0.1841  -0.296
F17 -0.6563 0.3356 0.5196  0.101
F18 -2.4007 1.4701 1.1129  0.100
F19 -2.8629 0.2039 -1.2858  0.131
F20 -2.7895 2.3696 -1.4402  0.089
O5 -0.7059 -0.1326 -2.8794  0.027
C19 0.2972 -0.8665 -2.2064  -0.500
C20 -0.2384 -2.1532 -1.5716  -0.276
F21 -1.2046 -1.8956 -0.6658  0.105
F22 0.7457 -2.8143 -0.9153  0.102
F23 0.9228 -0.0654 -1.3257  0.144
F24 1.2224 -1.1804 -3.1451  0.129
H17 -1.4728 1.6839 -3.2236  0.148
H18 -0.0973 1.7519 -2.1764  0.147
H19 -0.8082 2.3014 0.2679  0.180
H20 -0.6563 -2.8160 -2.3331  0.161
C21 -5.2540 4.7511 3.4996  -0.042
C22 -4.0995 5.7164 3.8434  -0.424
C23 -4.2973 7.1686 3.4046  -0.299
F25 -4.4107 7.2931 2.0682  0.089
F26 -3.2253 7.9188 3.7676  0.091
F27 -2.9417 5.2106 3.3568  0.137
F28 -3.9658 5.7105 5.2039  0.098
O6 -5.0895 3.9382 2.3302  0.039
C24 -5.4555 4.5000 1.0874  -0.499
C25 -4.2619 4.6362 0.1384  -0.279
F29 -3.3008 5.4286 0.6612  0.098
F30 -4.6375 5.2020 -1.0372  0.093
F31 -6.1047 5.6647 1.2880  0.130
F32 -6.3670 3.6549 0.5500  0.142
H21 -5.2973 4.0281 4.3175  0.134
H22 -6.2298 5.2451 3.5183  0.146
H23 -5.1827 7.6051 3.8742  0.172
H24 -3.8198 3.6614 -0.0699  0.145
C26 -4.6335 2.9052 9.9126  -0.037
C27 -5.3035 3.0351 8.5288  -0.429
C28 -4.9276 4.2776 7.7198  -0.292
F33 -5.2840 5.4211 8.3359  0.094
F34 -5.5731 4.2717 6.5233  0.070
F35 -6.6488 2.9373 8.6782  0.120
F36 -4.9286 1.9408 7.8038  0.111
O7 -5.4078 3.3138 11.0493  0.030
C29 -5.3854 4.6845 11.3915  -0.507
C30 -6.7635 5.3431 11.2736  -0.278
F37 -7.2458 5.2654 10.0149  0.095
F38 -6.6962 6.6611 11.5861  0.093
F39 -4.4395 5.3154 10.6711  0.140
F40 -4.9700 4.7381 12.6789  0.141
H25 -4.4774 1.8345 10.0723  0.151
H26 -3.6279 3.3347 9.9307  0.151
H27 -3.8538 4.3076 7.5177  0.179
H28 -7.4815 4.8617 11.9415  0.173
C31 -1.0797 -5.6080 -6.5506  -0.043
C32 -2.5314 -6.0855 -6.7634  -0.434
C33 -3.6190 -5.2225 -6.1208  -0.300
F41 -3.5117 -5.1721 -4.7799  0.094
F42 -4.8457 -5.7404 -6.3864  0.092
F43 -2.6338 -7.3769 -6.3650  0.127
F44 -2.7517 -6.0925 -8.1119  0.103
O8 -0.3305 -6.2520 -5.5114  0.034
C34 -0.4749 -5.7477 -4.1991  -0.503
C35 -1.0856 -6.7717 -3.2374  -0.276
F45 -2.3140 -7.1602 -3.6407  0.098
F46 -1.2294 -6.2413 -1.9988  0.101
F47 -1.1589 -4.5867 -4.2339  0.126
F48 0.7747 -5.4298 -3.7874  0.142
H29 -0.5393 -5.8699 -7.4649  0.149
H30 -1.0040 -4.5184 -6.4899  0.143
H31 -3.5965 -4.2026 -6.5136  0.174
H32 -0.4552 -7.6609 -3.1664  0.176

(3)
# C35H33AgN6O9

A structure of composition C35H33AgN6O9 (ωB97M-V/def2-TZVPD, the Open Molecules 2025 dataset).

Calculated values
HOMO = -1.26 eV
Strongest force on any atom = 0.80 eV Å⁻¹
Total charge = -2

Each line ends with the Löwdin charge.
Geometry (Å):
Ag1 -0.3869 0.3154 0.0640  0.697
C1 1.9955 -0.2537 -5.3976  -0.049
O1 2.3443 -1.6375 -5.4704  -0.085
C2 3.3744 -2.1576 -4.7471  -0.239
C3 3.9711 -3.2738 -5.3373  -0.024
C4 5.0450 -3.9159 -4.7538  -0.107
C5 5.5597 -3.4368 -3.5546  -0.103
C6 4.9557 -2.3541 -2.9451  -0.011
C7 3.8455 -1.7129 -3.5030  -0.175
N1 3.2647 -0.6356 -2.7941  0.132
C8 2.0994 -0.7713 -2.0023  -0.383
N2 1.2591 -1.7439 -2.4108  0.166
C9 0.0696 -2.3031 -1.8406  -0.207
C10 -0.6649 -1.7357 -0.7947  -0.129
C11 -1.7916 -2.4880 -0.4135  -0.168
C12 -2.1672 -3.6889 -1.0035  -0.134
C13 -1.4096 -4.2122 -2.0431  -0.068
C14 -0.2954 -3.5096 -2.4529  -0.265
O2 0.4891 -3.9997 -3.5065  -0.142
C15 1.4138 -4.9847 -3.0871  -0.095
N3 1.8830 0.0240 -1.0234  0.106
C16 2.8679 0.8920 -0.5618  -0.231
C17 2.7119 2.2717 -0.7135  -0.025
C18 3.6822 3.1547 -0.2697  -0.095
C19 4.8340 2.6779 0.3443  -0.111
C20 4.9803 1.3141 0.5503  -0.025
C21 4.0038 0.4256 0.1212  -0.261
O3 4.2016 -0.9101 0.3749  -0.116
C22 3.1059 -1.5946 1.0088  -0.047
H1 1.1764 -0.1336 -6.1024  0.093
H2 2.8370 0.3726 -5.7059  0.096
H3 1.6611 0.0580 -4.4147  0.062
H4 3.5678 -3.6049 -6.2863  0.117
H5 5.4802 -4.7834 -5.2345  0.094
H6 6.4098 -3.9174 -3.0873  0.094
H7 5.3130 -1.9927 -1.9868  0.114
H8 3.9487 -0.0943 -2.2839  0.126
H9 1.5288 -2.2472 -3.2418  0.103
H10 -2.4151 -2.1075 0.3908  0.067
H11 -3.0508 -4.2212 -0.6622  0.080
H12 -1.6750 -5.1405 -2.5372  0.100
H13 0.9027 -5.8635 -2.6804  0.082
H14 2.0936 -4.5943 -2.3202  0.093
H15 1.9949 -5.2738 -3.9633  0.078
H16 1.8134 2.6417 -1.1913  0.089
H17 3.5304 4.2189 -0.4054  0.095
H18 5.5980 3.3632 0.6906  0.088
H19 5.8447 0.9146 1.0674  0.108
H20 3.5468 -2.2851 1.7290  0.083
H21 2.5163 -2.1561 0.2844  0.074
H22 2.4436 -0.8991 1.5275  0.089
O4 0.3897 1.2487 4.4497  -0.030
C23 0.2667 1.4764 3.2349  -0.661
O5 0.3155 0.6558 2.2886  -0.106
C24 -0.0321 2.9449 2.8825  -0.094
C25 -0.4640 3.7883 3.8935  0.071
C26 -0.7513 5.1174 3.6120  -0.130
C27 -0.6090 5.6329 2.3357  0.072
C28 -0.1505 4.7902 1.3452  -0.109
C29 0.1366 3.4527 1.6007  0.073
N4 0.1082 5.3610 0.0274  -0.331
O6 -0.2821 6.4990 -0.1872  0.055
O7 0.7000 4.6871 -0.7821  0.081
N5 -1.1821 6.0050 4.6786  -0.360
O8 -1.3330 5.5421 5.7925  0.065
O9 -1.3672 7.1817 4.4149  0.049
H23 -0.5688 3.3993 4.8957  0.125
H24 -0.8171 6.6712 2.1344  0.123
H25 0.5084 2.8159 0.8094  0.094
C30 -3.2735 2.1463 0.9267  -0.068
C31 -2.7911 2.4885 -0.4504  -0.434
C32 -3.2888 3.4587 -1.3174  -0.129
C33 -2.5007 3.3774 -2.4875  -0.131
C34 -1.5719 2.3654 -2.2593  -0.428
C35 -0.5834 1.7870 -3.2262  -0.078
N6 -1.7600 1.8209 -1.0269  0.001
H26 -4.1219 2.7812 1.1930  0.059
H27 -2.4863 2.2896 1.6754  0.045
H28 -3.5887 1.1000 0.9829  0.060
H29 -4.1032 4.1406 -1.1057  0.063
H30 -2.5756 3.9862 -3.3801  0.065
H31 -0.3436 2.5131 -4.0076  0.062
H32 -0.9769 0.8802 -3.7014  0.066
H33 0.3382 1.5048 -2.7093  0.029

no.,LUMO energy (eV),Kohn-Sham gap (eV),total energy (eV)
1,-3.67,5.298,-60816.039
2,1.21,5.551,-201323.671
3,3.73,4.988,-68193.136